Molecular formula: C46H99N5O6
Method: DFT, the ωB97M-V functional and the def2-TZVPD basis

- 2S+1: 1
- Frontier orbital gap: 8.63 eV
- Relative energy (zero: lowest compared OMol25 entry of this formula, charge and spin): 31.54 kcal/mol
- Net charge: 0
- HOMO: -8.118 eV

Each line ends with the Mulliken charge.
Atoms and positions in Å:
C (4.16174, 6.56795, 0.76709)  -2.08
C (3.35796, 5.27059, 0.78608)  1.52
C (3.71772, 4.43774, -0.46990)  -0.95
C (3.57062, 4.54898, 2.13150)  -1.44
C (2.68648, 3.31351, 2.14282)  0.06
C (1.18684, 3.64426, 2.01926)  -0.64
C (0.85737, 4.58871, 0.85442)  2.19
C (0.67714, 3.65080, -0.39989)  -0.97
C (-0.48970, 5.24898, 1.10603)  -1.91
N (1.90894, 5.57495, 0.68599)  0.24
O (1.61077, 6.42731, -0.40465)  -0.47
H (4.03919, 7.05737, -0.20256)  0.46
H (3.70576, 7.18164, 1.54974)  0.49
H (5.23764, 6.45418, 0.87113)  0.39
H (3.56215, 3.37162, -0.30977)  -0.48
H (3.23569, 4.75125, -1.39096)  0.26
H (4.80238, 4.52036, -0.61305)  0.57
H (4.61968, 4.23076, 2.12689)  0.43
H (3.47983, 5.21597, 2.98699)  0.28
H (3.02338, 2.57849, 1.40759)  -0.55
H (2.80687, 2.69409, 3.03976)  0.66
H (0.78268, 3.97758, 2.97754)  0.57
H (0.81985, 2.61630, 1.92337)  -0.21
H (0.63991, 4.24047, -1.32221)  0.65
H (-0.23524, 3.05608, -0.41073)  -0.22
H (1.54161, 3.00578, -0.55757)  -0.21
H (-1.29159, 4.54440, 1.31560)  0.09
H (-0.78537, 5.81337, 0.21800)  0.40
H (-0.36151, 5.98901, 1.89974)  0.54
H (1.82464, 7.30613, -0.07269)  0.38
C (-1.61536, -3.84080, 5.83070)  -1.79
C (-1.80888, -4.10709, 4.34321)  1.79
C (-1.11529, -2.94437, 3.61169)  -2.26
C (-1.06821, -5.41203, 3.95995)  -1.44
C (-1.80334, -6.70400, 4.32371)  -0.69
C (-3.11096, -6.66679, 3.53833)  -1.19
C (-4.01198, -5.50959, 3.99598)  1.36
C (-5.10324, -5.44698, 2.91306)  -2.06
C (-4.64285, -5.78286, 5.37471)  -1.53
N (-3.21350, -4.28071, 3.91954)  0.75
O (-4.04635, -3.20082, 4.28393)  -0.54
H (-2.06266, -4.59952, 6.48346)  0.37
H (-0.57282, -3.95786, 6.13693)  0.46
H (-2.01689, -2.86937, 6.11598)  0.33
H (-0.88901, -3.10550, 2.55661)  0.47
H (-1.70453, -2.02572, 3.68101)  0.42
H (-0.17780, -2.85125, 4.15849)  0.52
H (-0.71137, -5.44304, 2.92296)  0.44
H (-0.07895, -5.50401, 4.43305)  0.44
H (-1.19775, -7.58152, 4.10663)  0.44
H (-1.93966, -6.58929, 5.40313)  0.32
H (-3.54173, -7.66397, 3.66675)  0.48
H (-2.84395, -6.53337, 2.48958)  0.34
H (-5.63383, -6.39875, 2.85592)  0.43
H (-4.71648, -5.15106, 1.93978)  0.38
H (-5.87040, -4.73803, 3.23820)  0.39
H (-5.27342, -5.02523, 5.83549)  0.30
H (-3.78720, -5.85098, 6.05868)  0.34
H (-5.11963, -6.75829, 5.48220)  0.42
H (-4.08340, -2.62382, 3.51053)  0.32
C (5.60628, -1.16290, -4.13013)  -2.04
C (6.17448, -0.88000, -2.71924)  1.52
C (7.64916, -1.29262, -2.68953)  -1.61
C (5.91258, 0.59658, -2.46210)  -1.12
C (5.75644, 1.05123, -1.00777)  -0.26
C (4.78952, 0.14285, -0.26094)  0.05
C (5.12442, -1.34650, -0.40961)  1.71
C (6.40923, -1.61403, 0.42536)  -1.96
C (4.05209, -2.19516, 0.25041)  -2.09
N (5.29214, -1.67402, -1.82242)  0.90
O (5.43687, -3.05083, -2.05853)  -0.58
H (4.52447, -1.22805, -4.23638)  0.30
H (5.99773, -0.47345, -4.88372)  0.43
H (6.01199, -2.12498, -4.46485)  0.45
H (7.69908, -2.36907, -2.88252)  0.38
H (8.29439, -0.83931, -3.43878)  0.41
H (8.03892, -1.21077, -1.67627)  0.28
H (6.70020, 1.24369, -2.86011)  0.43
H (5.01031, 0.87169, -3.01495)  0.28
H (6.73458, 1.09914, -0.52087)  0.48
H (5.35267, 2.06459, -0.98269)  -0.22
H (3.79596, 0.38562, -0.65536)  -0.98
H (4.78314, 0.44324, 0.79010)  0.61
H (7.26744, -1.02568, 0.11437)  0.35
H (6.67029, -2.67244, 0.47342)  0.38
H (6.14282, -1.38354, 1.46182)  0.44
H (3.75870, -1.86501, 1.24888)  0.41
H (4.44695, -3.19301, 0.47096)  0.44
H (3.14229, -2.40262, -0.31731)  0.30
H (4.65002, -3.29859, -2.55809)  0.32
C (-1.52107, -0.12169, -6.42030)  -1.51
C (-0.43354, 0.93212, -6.07678)  1.49
C (0.32340, 1.28749, -7.34911)  -2.04
C (-1.21317, 2.22133, -5.70445)  -1.53
C (-1.83147, 2.22488, -4.30263)  -1.14
C (-0.65664, 1.89279, -3.34674)  -0.10
C (0.10162, 0.60317, -3.58359)  2.37
C (1.35779, 0.65331, -2.75320)  -2.10
C (-0.77533, -0.52952, -3.04408)  -1.44
N (0.43201, 0.47515, -5.01000)  0.50
O (1.16612, -0.70558, -5.30150)  -0.48
H (-1.07880, -1.06548, -6.74827)  0.33
H (-1.92441, -0.38069, -5.43807)  0.37
H (-2.31210, 0.18653, -7.09806)  0.34
H (1.04398, 2.09171, -7.17136)  0.43
H (0.90563, 0.42188, -7.68146)  0.47
H (-0.31094, 1.59224, -8.17883)  0.37
H (-0.51889, 3.07167, -5.68474)  0.41
H (-1.89990, 2.51211, -6.50104)  0.58
H (-2.33412, 3.11558, -3.92995)  0.56
H (-2.57886, 1.43137, -4.19283)  0.29
H (-1.17712, 1.93140, -2.38478)  -0.73
H (0.02796, 2.74632, -3.34777)  0.56
H (1.96165, -0.25220, -2.86855)  0.63
H (1.06221, 0.76751, -1.70611)  -0.26
H (2.10521, 1.44116, -2.89583)  0.48
H (-1.81067, -0.40501, -3.35634)  0.34
H (-0.76335, -0.62975, -1.95372)  -0.01
H (-0.39598, -1.52405, -3.30372)  0.40
H (1.89887, -0.31697, -5.79436)  0.37
C (-6.50616, -0.44790, 2.09161)  -1.64
C (-5.66606, -0.57231, 0.80252)  1.62
C (-5.76030, -2.01472, 0.27450)  -1.97
C (-6.32314, 0.38960, -0.20631)  -1.28
C (-5.96276, 1.86191, 0.05582)  -1.09
C (-4.44811, 2.04407, 0.16315)  -0.73
C (-3.72689, 1.14316, 1.14875)  2.35
C (-2.26318, 1.11308, 0.70429)  -1.45
C (-3.82129, 1.79071, 2.52677)  -1.99
N (-4.27823, -0.21048, 1.04576)  0.16
O (-3.62825, -1.14653, 1.91288)  0.12
H (-6.08062, -1.08699, 2.86568)  0.11
H (-6.60271, 0.60136, 2.36998)  0.40
H (-7.54442, -0.75781, 1.94487)  0.47
H (-5.26063, -1.99562, -0.69895)  0.43
H (-5.34428, -2.72183, 0.98637)  0.28
H (-6.78677, -2.28047, 0.02003)  0.43
H (-6.10191, 0.22416, -1.26610)  0.37
H (-7.41294, 0.32392, -0.15986)  0.42
H (-6.33989, 2.48099, -0.76416)  0.48
H (-6.57874, 2.24332, 0.87697)  0.38
H (-4.45198, 3.12175, 0.36161)  0.31
H (-4.04875, 1.97957, -0.85373)  0.35
H (-1.74283, 0.32248, 1.24004)  0.22
H (-1.84437, 2.11425, 0.80396)  -0.08
H (-2.18583, 0.84794, -0.35344)  -0.13
H (-4.78885, 1.75213, 3.02234)  0.33
H (-3.60440, 2.85907, 2.44280)  0.38
H (-3.01813, 1.39610, 3.15554)  0.35
H (-3.14175, -1.61405, 1.22282)  0.27
C (0.84946, -0.38869, 1.06527)  0.67
O (0.89137, -0.79000, 2.41138)  -0.68
H (0.27181, 0.52044, 0.86470)  -0.41
H (1.83198, -0.09242, 0.69874)  -0.36
H (0.37651, -1.19732, 0.49662)  0.59
H (0.03579, -0.78971, 2.84608)  0.25

Cartesian forces, eV/Å:
-1.0247 0.3190 -0.3177
-0.7668 -0.5069 -1.1689
1.6618 -0.4837 0.7705
0.7306 -0.8682 -1.2683
-0.0882 -0.0807 1.1956
1.1901 -0.7962 0.4072
-0.6306 -2.2677 -0.9730
0.5612 0.8077 -0.6427
0.3325 1.0886 -0.3907
-0.0929 1.2964 1.7782
0.1620 -0.3000 -0.3854
-0.1111 0.1070 0.0894
0.5083 0.3241 -0.0002
-0.0480 -0.3379 0.4552
-0.2527 0.0701 -0.1451
-0.2195 0.2474 0.1908
-0.0151 0.0320 -0.2200
0.0385 -0.0033 0.0772
-0.4986 0.0881 -0.0686
-0.2119 0.3851 -0.4848
0.0503 0.4550 0.3085
0.2123 0.4389 -0.0283
-0.9545 0.4023 -0.5515
-0.0952 0.2215 0.1278
0.0144 -0.0262 0.4430
-0.1459 -0.2491 0.2893
0.1687 -0.1779 0.2409
-0.0241 -0.0538 0.0042
-0.2670 -0.1852 0.2078
-0.2080 -0.0352 0.0360
-0.2064 -0.6375 1.0145
0.1060 -1.0240 -0.2978
-0.3166 -0.1675 0.2316
1.5315 -0.7686 -0.1050
-0.0218 1.6991 -0.2374
0.8537 -0.7519 1.1594
-0.3562 -0.6790 -0.8727
-0.7661 0.5556 0.8509
1.3869 -0.2818 0.8989
0.0036 0.2131 -1.0478
0.2141 0.3578 0.5251
-0.5141 0.1237 -0.3173
0.1815 0.6020 -0.3947
0.1085 0.0072 0.0586
-0.1345 -0.3481 0.0240
0.0624 0.0283 0.2482
0.1734 0.4674 -0.2866
-0.8378 0.2469 -0.3036
-0.2184 0.7031 0.5156
-0.0031 -0.0161 0.0292
-0.3135 -0.7322 0.0005
-0.7360 0.3274 -0.1867
-0.1836 0.0032 -0.1014
0.2480 -0.1586 -0.1386
0.0996 -0.0833 0.0043
0.0785 0.1863 -0.2543
-0.1592 0.2453 -0.6440
-0.1786 -0.0238 0.1381
-0.2180 0.0441 -0.4892
0.0578 0.0144 -0.1329
1.2390 -0.8011 -0.8029
-0.9916 -0.2729 -0.6643
-0.2546 -1.0580 0.5879
-0.0577 1.1557 0.4813
0.0334 -0.4315 -0.0754
-0.0100 0.5416 -0.4130
1.1518 -0.1089 0.8656
-0.5167 -0.1212 0.5645
-0.3617 -1.3851 0.2711
-0.8655 1.0657 -0.4004
0.3533 -0.2953 0.2635
-0.0640 0.3134 0.4776
-0.0699 0.3053 0.2226
-0.2175 -0.0822 0.0540
-0.1078 0.0332 -0.0786
-0.1675 0.4649 0.1130
0.3368 0.4590 -0.1913
0.1296 -0.4343 -0.4314
-0.1325 -0.0263 0.1399
-0.0208 -0.1281 0.0578
0.1309 0.0617 -0.1069
-0.1308 -0.4039 -0.0330
-0.0552 -0.3550 0.0971
-0.0276 0.0381 0.1194
0.0565 -0.0085 -0.5087
0.2918 0.2835 0.0162
0.0314 0.6120 -0.1800
0.1398 0.0033 -0.2915
0.0392 0.5302 -0.2541
0.0183 0.0889 0.0891
0.6023 -0.7574 1.1816
-2.1596 0.0649 -1.0991
1.2452 -0.3682 0.1125
0.2869 1.2939 0.8021
0.9022 -1.6740 -0.1051
-1.3046 1.5795 -0.0411
-0.3781 -0.1476 -0.0965
1.2353 -0.3860 0.8209
0.1155 -1.1081 0.3062
0.5159 1.5355 0.4666
-0.4602 0.4063 -0.2517
0.1030 0.1755 -0.3248
-0.5907 -0.0218 -0.2946
0.1066 0.2093 -0.0581
-0.0821 0.0322 0.0880
-0.1065 0.0097 -0.1528
-0.2835 -0.0826 0.1654
0.2898 -0.1605 -0.0681
-0.1723 -0.5288 -0.0618
0.2277 0.3761 -0.5423
-0.0507 -0.0188 -0.1670
0.7296 -0.5385 0.4367
0.0895 -0.0527 -0.1044
-0.3263 -0.2164 0.1941
0.0329 -0.2743 0.0410
-0.5598 0.4049 -0.6643
-0.0048 -0.2509 -0.0376
-0.0451 0.7167 0.0684
-0.1304 0.1674 -0.6501
0.2285 -0.4071 0.1434
-0.2811 -0.1405 -0.1572
-1.5369 0.1726 0.5925
0.1452 0.9038 -0.6311
0.0264 1.0540 -0.4856
-0.6599 -0.8347 -0.2716
-1.8298 1.0718 -0.9443
-0.3733 0.5331 -0.1142
-0.4220 -0.4132 -0.2156
0.7004 0.3483 0.5231
0.3019 -0.0056 -1.1745
-0.1013 0.4456 -0.5504
0.0165 0.3424 0.2590
0.3822 -0.0934 0.4296
0.1162 -0.3024 -0.2147
0.4249 -0.4754 0.2048
0.0473 -0.1779 -0.1818
-0.1352 0.0688 0.4169
0.4794 -0.5652 0.1673
0.0330 -0.4262 0.2340
0.2048 -0.1630 -0.2234
0.6413 -0.0659 0.5109
1.1823 -0.1324 0.5932
0.0904 -0.4349 0.0664
0.2650 0.4409 0.3303
0.3368 -0.1697 0.3679
-0.1748 -0.0274 -0.0353
-0.0149 -0.4518 -0.0595
0.1169 -0.0231 -0.1576
-0.3865 -0.1846 0.3079
0.2521 -0.4494 0.5474
-0.8630 0.3112 -0.3847
0.8889 0.3281 0.5499
-0.2235 -0.0482 0.3718
0.2641 -0.7451 0.2046
0.4184 0.1231 -0.5039
-0.2062 0.1001 -0.3342